# C3H8N3O

A cluster of 2 separate species, C3H8N3O in total at a distorted geometry (ωB97M-V/def2-TZVPD, OMol25).

Geometry as ORCA input:
```
! RIJCOSX wB97M-V def2-TZVPD def2/J DEFGRID3
* xyz 1 1
C -1.3064 0.1107 0.5264
C 0.0236 1.3785 -0.5810
C -0.2436 -0.1026 -0.6740
N -0.9341 1.4109 0.5486
N 0.0014 -0.9857 -1.5900
N 1.1276 -0.9698 1.0658
O -2.0643 -0.6762 0.9716
H 1.0468 1.6596 -0.2888
H -0.4009 1.9398 -1.3245
H -1.2947 2.2921 1.0840
H 0.4674 -0.7648 -2.3673
H -0.2439 -1.9684 -1.5261
H 0.4144 -1.5058 1.6951
H 1.6118 -0.1737 1.6070
H 1.7948 -1.6447 0.8533
*
```

Summary:
- Energy relative to the best compared isomer or geometry (same formula, charge and spin): 2.263 eV
- Kohn-Sham gap: 9.87 eV
- LUMO: -4.646 eV

Here are the Mulliken charges for atoms 1 to 2, given in e: 0.382, -0.441